DFT (wB97M-V/def2-TZVPD) results for the molecule C3H7N3OS at a distorted geometry.

The geometry in XYZ format:
```
15
Properties=species:S:1:pos:R:3:forces:R:3
C -0.531873 1.913893 0.061935 -0.4 2.0 0.5
C -1.462448 -0.327011 -0.268853 0.7 0.3 0.1
C 0.957798 0.041689 0.072245 0.9 -3.8 0.2
H -0.616335 2.124053 1.263252 -0.3 0.3 -3.2
H -1.521721 2.201141 -0.670512 2.9 -0.2 2.5
H 0.522134 2.402330 -0.294372 -3.0 -1.0 0.7
H -2.364699 0.229370 -0.324029 -1.0 0.4 -0.2
H -2.304443 -1.978177 -0.746937 2.0 0.7 1.1
H 0.254961 -1.921215 -0.320273 1.2 0.5 0.4
H 3.119283 -0.852588 0.950000 -0.5 -1.4 -0.6
N -0.401919 0.485788 -0.029603 2.5 -0.2 -0.4
N -1.363496 -1.577724 -0.394008 -2.9 -1.8 -1.4
N 1.151529 -1.360373 -0.214789 0.4 1.8 0.9
O 1.901494 0.721409 0.450970 -1.4 0.5 -0.5
S 2.659733 -2.102587 0.464975 -1.1 2.0 -0.3
```
Forces are in eV/Å.

Results
Charge: 0
Largest force on an atom, eV/Å: 3.90
Orbital gap, eV: 8.87
SMILES: [H]/N=C/N(C)C(=O)NS
ΔE to the lowest compared entry with this formula, charge and spin, kJ/mol: 228.15